Entry 1:
The following is a DFT calculation (wB97M-V/def2-TZVPD) of 10 unconnected molecules or ions with the total composition C8H32O9 in a non-equilibrium geometry.

```
! RIJCOSX wB97M-V def2-TZVPD def2/J DEFGRID3
* xyz 0 1
C 1.679 -0.972 -4.224
C 0.720 -1.499 -3.457
C 1.091 -2.114 -2.206
C 1.722 -1.497 -1.203
C 2.281 -2.101 -0.003
C 1.490 -1.876 1.260
C 1.009 -0.423 1.499
C 2.077 0.489 2.259
H 2.732 -0.893 -3.824
H 1.619 -0.355 -5.062
H -0.344 -1.407 -3.736
H 0.484 -3.103 -1.990
H 2.254 -0.525 -1.296
H 2.435 -3.212 0.003
H 3.356 -1.559 0.141
H 2.046 -2.271 2.129
H 0.590 -2.582 1.203
H 0.911 0.032 0.414
H -0.011 -0.413 1.990
H 3.186 0.279 1.946
H 1.930 0.272 3.354
H 1.917 1.512 2.165
O 0.011 2.162 -0.536
H 0.837 2.505 -0.356
H -0.052 1.251 -0.847
O -1.264 1.544 4.640
H -2.143 1.147 4.465
H -1.023 1.974 3.829
O -1.729 -2.660 -0.198
H -1.018 -2.923 0.383
H -1.427 -1.997 -0.848
O 2.923 2.158 0.048
H 2.987 1.184 0.341
H 3.122 2.641 0.905
O -2.308 3.176 0.047
H -2.135 4.141 0.305
H -1.458 2.713 -0.053
O -0.881 -0.133 -1.410
H -1.853 -0.106 -1.181
H -1.049 0.333 -2.273
O -3.814 -1.392 0.850
H -3.330 -2.234 0.821
H -4.699 -1.666 0.895
O -1.997 1.994 -2.472
H -1.516 2.790 -2.246
H -2.565 2.011 -1.679
O -2.921 1.134 2.092
H -3.240 0.549 1.508
H -2.630 1.920 1.605
*
```

The total energy is -1001.0481 a.u. The energy above the lowest of the compared OMol25 structures with the same formula, charge and spin is 46.6 kcal per mole. Its HOMO-LUMO gap is 9.3 eV. Its SMILES is C=C/C=C/CCCC.O.O.O.O.O.O.O.O.O.

Results of the natural (NBO) charge analysis, in e, for atoms 1 through 5: -0.370, -0.230, -0.199, -0.196, -0.431

Entry 2:
The following is a DFT calculation (wB97M-V/def2-TZVPD) of a molecular structure, C2F3NO5SSm in a non-equilibrium geometry.

```
! RIJCOSX wB97M-V def2-TZVPD def2/J DEFGRID3
* xyz 0 7
Sm 2.928 0.916 0.067
N 0.537 -1.255 -0.703
S 0.389 -1.294 0.861
O 0.144 -2.648 1.370
O 1.457 -0.466 1.545
C -1.138 -0.384 1.480
F -2.211 -0.852 0.852
F -1.035 0.919 1.229
F -1.312 -0.545 2.789
O 1.152 -0.045 -1.107
O 0.493 2.598 -2.359
C -0.243 1.751 -2.728
O -1.162 1.304 -3.298
*
```

The total energy is -1862.8329 a.u. The energy above the lowest of the compared OMol25 structures with the same formula, charge and spin is 4.2 kcal per mole. Its HOMO-LUMO gap (alpha / beta) is 5.2 / 5.3 eV.

Results of the Mulliken charge analysis, in e, for atoms 1 through 5: 1.420, -0.431, 1.106, -0.615, -0.770

Entry 3:
The following is a DFT calculation (wB97M-V/def2-TZVPD) of 2 unconnected molecules or ions with the total composition C6H11N in a non-equilibrium geometry.

```
! RIJCOSX wB97M-V def2-TZVPD def2/J DEFGRID3
* xyz 0 1
C -1.895 -0.833 0.446
C -1.199 0.489 0.157
C 0.333 0.394 -0.007
C 0.947 1.746 -0.378
C 1.303 -1.452 -1.047
C 0.978 -0.222 1.111
N 1.521 -0.769 1.978
H -1.805 -1.510 -0.409
H -2.960 -0.684 0.650
H -1.447 -1.316 1.320
H -1.360 1.178 1.008
H -1.666 0.991 -0.703
H 0.806 2.425 0.480
H 2.019 1.677 -0.565
H 0.469 2.229 -1.240
H 2.378 -1.337 -0.825
H 0.968 -2.334 -0.475
H 0.612 -0.601 -1.383
*
```

The total energy is -289.8092 a.u. The energy above the lowest of the compared OMol25 structures with the same formula, charge and spin is 102.0 kcal per mole. Its HOMO-LUMO gap (alpha / beta) is 8.2 / 8.2 eV.

Results of the natural (NBO) charge analysis, in e, for atoms 1 through 5: -0.612, -0.423, -0.086, -0.633, -0.515

Entry 4:
The following is a DFT calculation (wB97M-V/def2-TZVPD) of a gas-phase ion, C8H16I2O2P (charge +1) in a non-equilibrium geometry.

```
! RIJCOSX wB97M-V def2-TZVPD def2/J DEFGRID3
* xyz 1 1
C -1.791 -0.801 -2.391
C -0.563 0.201 -2.693
O -0.168 -0.059 -4.079
C 0.681 -0.053 -1.677
P 0.135 0.037 0.158
C 1.156 1.303 1.110
C 0.419 1.965 2.385
C -1.046 1.395 2.704
I -1.534 2.109 4.741
C 0.299 -1.623 1.045
C 1.548 -2.508 0.566
O 1.334 -3.730 0.356
I 3.575 -1.781 0.278
H -2.370 -0.502 -1.439
H -2.497 -0.723 -3.295
H -1.395 -1.881 -2.283
H -0.900 1.304 -2.688
H 0.043 -1.023 -4.088
H 1.127 -1.068 -1.953
H 1.476 0.756 -1.896
H -1.254 0.438 0.130
H 2.109 0.751 1.460
H 1.473 2.126 0.378
H 0.344 3.097 2.165
H 1.100 1.856 3.300
H -1.816 1.911 2.023
H -1.135 0.258 2.703
H 0.297 -1.516 2.195
H -0.647 -2.240 0.789
*
```

The total energy is -1401.3061 a.u. Its HOMO-LUMO gap is 8.8 eV.

Results of the natural (NBO) charge analysis, in e, for atoms 1 through 5: -0.673, 0.097, -0.685, -0.732, 1.194

Entry 5:
The following is a DFT calculation (wB97M-V/def2-TZVPD) of a molecular structure, C22H35CrNO3P2S in a non-equilibrium geometry.

```
! RIJCOSX wB97M-V def2-TZVPD def2/J DEFGRID3
* xyz 0 5
P 0.808 -2.027 -1.371
P 1.016 1.056 -1.481
C 0.927 -1.195 -3.099
C 1.624 0.163 -3.019
H -0.120 -1.137 -3.472
H 1.496 -1.879 -3.745
H 2.721 0.118 -2.943
H 1.351 0.750 -3.915
C 0.563 2.512 -2.721
H 0.298 3.414 -2.152
H -0.300 2.306 -3.374
H 1.440 2.759 -3.363
C 2.313 2.120 -0.779
H 2.452 3.035 -1.364
H 3.257 1.581 -0.619
H 1.906 2.425 0.195
C -0.109 -3.410 -2.185
H -0.051 -4.304 -1.558
H 0.361 -3.665 -3.145
H -1.157 -3.185 -2.391
C 2.410 -2.959 -1.380
H 3.195 -2.202 -1.015
H 2.582 -3.360 -2.409
H 2.314 -3.769 -0.630
Cr 2.210 -0.742 -0.038
C -2.287 1.757 -1.482
C -3.132 1.436 -2.486
C -4.590 1.109 -2.279
C -4.774 -0.133 -1.387
C -3.672 -1.163 -1.637
C -2.701 -1.369 -0.741
C -1.864 -0.316 -0.057
C -2.237 1.201 -0.094
C 3.008 -2.380 1.253
H -1.609 2.628 -1.618
H -2.772 1.404 -3.530
H -5.169 0.896 -3.186
H -5.101 1.985 -1.823
H -4.662 0.093 -0.305
H -5.799 -0.543 -1.631
H -3.554 -1.584 -2.659
H -2.403 -2.425 -0.569
H -0.825 -0.334 -0.466
H -1.766 -0.661 0.976
H -3.172 1.372 0.459
H -1.424 1.692 0.490
H 3.360 -1.968 2.238
H 3.809 -3.011 0.802
H 2.260 -3.150 1.547
O 0.105 -1.574 2.538
C 0.794 -0.536 2.794
N 1.732 -0.020 1.905
S 2.579 1.243 2.634
O 4.005 1.000 2.679
O 2.131 2.549 2.169
C 1.784 1.039 4.207
C 1.904 1.879 5.319
C 0.896 1.926 6.280
C -0.263 1.156 6.142
C -0.326 0.257 5.059
C 0.700 0.204 4.075
H 2.795 2.498 5.368
H 1.000 2.609 7.155
H -1.092 1.245 6.874
H -1.173 -0.420 4.961
*
```

The total energy is -3264.8286 a.u. The energy above the lowest of the compared OMol25 structures with the same formula, charge and spin is 117.0 kcal per mole. Its HOMO-LUMO gap (alpha / beta) is 7.4 / 7.6 eV.

Results of the natural (NBO) charge analysis, in e, for atoms 1 through 5: 0.779, 0.765, -0.677, -0.710, 0.238

Entry 6:
The following is a DFT calculation (wB97M-V/def2-TZVPD) of a gas-phase ion, C2H3ClO3P (charge -1) in a non-equilibrium geometry.

```
! RIJCOSX wB97M-V def2-TZVPD def2/J DEFGRID3
* xyz -1 1
C 2.006 0.492 -0.226
C 0.814 0.000 -0.101
O -0.082 -0.354 -0.939
P -1.886 -0.594 0.000
O -1.607 -1.242 1.289
O -2.777 -1.203 -1.007
Cl -2.057 1.506 0.320
H 2.545 0.712 0.802
H 2.490 0.772 -1.067
H 0.553 -0.090 0.929
*
```

The total energy is -1105.4096 a.u. The energy above the lowest of the compared OMol25 structures with the same formula, charge and spin is 16.4 kcal per mole. Its HOMO-LUMO gap is 8.3 eV. Its SMILES is C=CO[P@](=O)([O-])Cl.

Results of the natural (NBO) charge analysis, in e, for atoms 1 through 5: -0.593, 0.180, -0.735, 2.242, -1.106

Entry 7:
The following is a DFT calculation (wB97M-V/def2-TZVPD) of 4 unconnected molecules or ions with the total composition C4H14NO2 in a non-equilibrium geometry.

```
! RIJCOSX wB97M-V def2-TZVPD def2/J DEFGRID3
* xyz 1 1
C 2.845 -0.183 -2.022
C 1.860 -1.217 -1.475
C 1.049 -1.016 -0.235
C 0.343 0.068 -0.026
N -1.909 -1.422 0.969
H 2.262 0.605 -2.512
H 3.529 0.358 -1.354
H 3.443 -0.578 -2.833
H 1.173 -1.368 -2.325
H 2.501 -2.100 -1.478
H 1.108 -1.763 0.568
H 0.086 0.842 -0.767
H -1.685 -2.417 1.032
H -2.399 -1.350 0.071
H -1.024 -0.909 0.725
H -2.399 0.265 2.203
H -3.286 1.352 2.824
O -2.383 1.143 2.608
H -1.526 2.508 1.629
H -1.861 4.006 1.438
O -1.727 3.177 0.961
*
```

The total energy is -365.5639 a.u. The energy above the lowest of the compared OMol25 structures with the same formula, charge and spin is 167.4 kcal per mole. Its HOMO-LUMO gap is 4.7 eV.

Results of the natural (NBO) charge analysis, in e, for atoms 1 through 5: -0.614, -0.447, -0.236, 0.308, -0.933

Entry 8:
The following is a DFT calculation (wB97M-V/def2-TZVPD) of 2 unconnected molecules or ions with the total composition C6H15N2 in a non-equilibrium geometry.

```
! RIJCOSX wB97M-V def2-TZVPD def2/J DEFGRID3
* xyz 1 1
C 2.916 -0.519 -1.320
C 1.554 -0.829 -0.868
C 0.560 0.176 -0.962
C -0.880 -0.089 -0.371
N -2.929 -0.058 1.516
C -2.791 0.490 0.233
C -1.713 1.166 -0.297
N 2.363 -0.081 1.751
H 3.668 -1.201 -0.952
H 2.944 -0.607 -2.419
H 3.238 0.507 -1.155
H 2.484 0.917 1.644
H 0.856 1.096 -0.425
H 0.435 0.574 -1.980
H -0.682 -0.550 0.588
H -1.300 -0.892 -0.995
H -3.856 0.085 1.876
H -2.433 -0.874 1.834
H -3.788 0.333 -0.201
H -2.027 1.958 -0.971
H 2.317 -0.529 0.845
H 1.296 -1.856 -1.124
H 3.218 -0.461 2.137
*
```

The total energy is -346.6369 a.u. The energy above the lowest of the compared OMol25 structures with the same formula, charge and spin is 173.0 kcal per mole. Its HOMO-LUMO gap is 4.5 eV.

Results of the natural (NBO) charge analysis, in e, for atoms 1 through 5: -0.734, 0.332, -0.574, -0.400, -0.825

What did the sixth record say?
The following is a DFT calculation (wB97M-V/def2-TZVPD) of a gas-phase ion, C2H3ClO3P (charge -1) in a non-equilibrium geometry.

```
! RIJCOSX wB97M-V def2-TZVPD def2/J DEFGRID3
* xyz -1 1
C 2.006 0.492 -0.226
C 0.814 0.000 -0.101
O -0.082 -0.354 -0.939
P -1.886 -0.594 0.000
O -1.607 -1.242 1.289
O -2.777 -1.203 -1.007
Cl -2.057 1.506 0.320
H 2.545 0.712 0.802
H 2.490 0.772 -1.067
H 0.553 -0.090 0.929
*
```

The total energy is -1105.4096 a.u. The energy above the lowest of the compared OMol25 structures with the same formula, charge and spin is 16.4 kcal per mole. Its HOMO-LUMO gap is 8.3 eV. Its SMILES is C=CO[P@](=O)([O-])Cl.

Results of the natural (NBO) charge analysis, in e, for atoms 1 through 5: -0.593, 0.180, -0.735, 2.242, -1.106